(1)
{"formula": "C23H32F2INO5PS", "method": "the ωB97M-V functional and the def2-TZVPD basis", "symbols": ["C", "C", "C", "C", "C", "C", "C", "C", "C", "C", "N", "C", "I", "C", "P", "O", "O", "S", "C", "F", "C", "F", "C", "C", "O", "C", "H", "H", "H", "H", "H", "H", "H", "H", "H", "H", "H", "H", "H", "H", "H", "H", "H", "H", "H", "H", "H", "H", "H", "H", "H", "H", "H", "H", "C", "C", "C", "O", "C", "C", "C", "O", "H", "H", "H", "H"], "xyz": [[-4.7930, -2.4279, 4.1575], [-5.2742, -1.6293, 2.8119], [-4.3697, -2.0010, 1.4543], [-4.8056, -3.4609, 0.9002], [-3.7726, -4.6904, 1.0606], [-2.3804, -4.4305, 1.8544], [-1.0903, -4.2739, 0.8044], [-1.3671, -3.2108, -0.4132], [-0.2947, -1.9669, -0.5000], [-0.8358, -0.5680, 0.2098], [0.3544, 0.3947, 0.2352], [1.3971, 0.1649, 1.3494], [1.2334, -1.5118, 2.8142], [2.7490, 1.1341, 1.5261], [3.9933, 0.7484, 2.9184], [3.1200, 0.9321, 4.4550], [4.6723, -0.8849, 2.7497], [5.5207, 1.9449, 3.0329], [2.9061, 2.3750, 0.4676], [4.0387, 3.3279, 0.4808], [1.7758, 2.5553, -0.7047], [1.8994, 3.6461, -1.7083], [0.4788, 1.5031, -0.7965], [-0.5597, 1.7849, -2.0425], [-1.2458, 3.0839, -1.8476], [-2.5535, 2.9185, -1.1949], [-5.5578, -3.3029, 4.3676], [-4.9259, -1.6696, 5.0700], [-3.6701, -2.7545, 4.1752], [-5.2508, -0.4625, 2.9182], [-6.3904, -1.9208, 2.5050], [-3.2279, -1.8035, 1.5946], [-4.7350, -1.2023, 0.6441], [-5.8210, -3.7667, 1.4444], [-5.0822, -3.3556, -0.2469], [-3.5398, -5.1348, -0.0220], [-4.3431, -5.5724, 1.6266], [-2.1307, -5.4137, 2.4835], [-2.3690, -3.5486, 2.6199], [-0.8202, -5.3135, 0.2857], [-0.1046, -3.9309, 1.3492], [-2.4418, -2.7407, -0.4262], [-1.2579, -3.8056, -1.4423], [-0.1567, -1.6941, -1.6535], [0.8002, -2.2685, -0.1353], [-1.7269, -0.1941, -0.4662], [-1.3089, -0.7471, 1.2840], [3.4940, 0.2172, 5.0633], [4.2217, -1.3333, 1.9501], [0.1287, 1.9340, -3.0064], [-1.2737, 0.8941, -2.2986], [-2.7470, 1.8199, -0.8394], [-2.5363, 3.6288, -0.2366], [-3.4498, 3.3393, -1.8603], [5.1868, 4.9489, -2.8897], [4.8490, 3.7084, -3.2550], [5.0888, 3.2221, -4.6280], [4.7781, 2.0875, -4.9638], [5.7176, 4.1586, -5.5807], [6.0554, 5.3990, -5.2153], [5.8155, 5.8854, -3.8423], [6.1262, 7.0199, -3.5065], [5.0171, 5.3216, -1.8869], [4.3877, 3.0093, -2.5678], [5.8872, 3.7858, -6.5834], [6.5166, 6.0981, -5.9026]], "charge": 1, "e_homo_ha": -0.435, "lumo_ha": -0.2015}

=====

(2)
{"formula": "C23H32FeN3O9P2", "method": "the ωB97M-V functional and the def2-TZVPD basis", "symbols": ["Fe", "C", "N", "C", "C", "C", "N", "C", "C", "C", "C", "C", "C", "C", "O", "C", "C", "C", "N", "C", "C", "C", "C", "C", "C", "C", "O", "H", "H", "H", "H", "H", "H", "H", "H", "H", "H", "H", "H", "H", "H", "H", "H", "H", "H", "H", "H", "H", "H", "H", "H", "H", "C", "C", "O", "P", "O", "O", "O", "P", "O", "O", "O", "H", "H", "H", "H", "H", "H", "H"], "xyz": [[0.4652, 0.0639, -0.2359], [0.7634, 0.9657, -3.4288], [1.5291, 0.9684, -2.1556], [1.7865, 2.4019, -1.8723], [2.3962, 2.6279, -0.4837], [1.4067, 3.1897, 0.5437], [0.7113, 1.9916, 1.1403], [-0.0945, 2.2432, 2.1018], [-0.6873, 1.2583, 3.0143], [-0.9079, 1.6309, 4.3397], [-1.5110, 0.7416, 5.2675], [-2.0127, -0.4702, 4.8521], [-1.8947, -0.8562, 3.5404], [-1.1143, -0.1113, 2.5934], [-0.8752, -0.6026, 1.4134], [2.7392, 0.1920, -2.4241], [2.5761, -1.1658, -3.1154], [1.4817, -2.0102, -2.4451], [1.4263, -1.8102, -0.9852], [1.5572, -2.8992, -0.2840], [1.8441, -2.7861, 1.1518], [1.8816, -3.9259, 1.9687], [2.0273, -3.7994, 3.3446], [2.0347, -2.5511, 3.9948], [2.0520, -1.3890, 3.2248], [2.0375, -1.4837, 1.7641], [2.0832, -0.3670, 1.1108], [1.3153, 1.4662, -4.2136], [-0.1459, 1.5805, -3.2308], [0.4509, -0.0132, -3.7282], [0.8136, 2.9183, -1.8474], [2.4125, 2.9189, -2.6190], [3.2039, 3.3715, -0.6397], [2.9024, 1.7557, -0.1086], [0.7332, 3.9348, 0.1354], [2.0610, 3.6138, 1.3181], [-0.2823, 3.2885, 2.3405], [-0.6194, 2.6121, 4.6784], [-1.5561, 1.0690, 6.3073], [-2.5409, -1.1014, 5.5309], [-2.3418, -1.7453, 3.1445], [3.3545, 0.0411, -1.4734], [3.4287, 0.8285, -3.0258], [3.5222, -1.7578, -3.0662], [2.2986, -1.1068, -4.1716], [1.7314, -3.0995, -2.5624], [0.4373, -1.7962, -2.8451], [1.4811, -3.9205, -0.7349], [1.6945, -4.9007, 1.5232], [2.0870, -4.6915, 3.9336], [1.9947, -2.5400, 5.0885], [2.1750, -0.4098, 3.6293], [-2.9862, 0.5891, -3.4614], [-3.3537, 0.3402, -2.0176], [-4.7784, 0.2421, -1.9062], [-2.5260, -1.1856, -1.3909], [-3.0590, -2.4132, -2.2797], [-3.0317, -1.4977, 0.0583], [-1.0623, -1.0587, -1.4755], [-2.6318, 1.7416, -0.8870], [-2.7160, 3.0824, -1.8262], [-3.5103, 1.7484, 0.3212], [-1.1263, 1.5141, -0.9145], [-3.5490, -0.1061, -4.0954], [-1.9279, 0.4760, -3.6826], [-3.2308, 1.6100, -3.6756], [-4.9868, 0.5694, -1.0024], [-4.0568, -2.4983, -2.1442], [-2.3141, -1.2094, 0.7392], [-3.4659, 3.6927, -1.6590]], "e_homo_ha": [-0.275, -0.272], "lumo_ha": [0.0111, -0.0571], "s_squared": 8.762, "spin_multiplicity": 6}

=====

(3)
{"formula": "C23H32N2O2S", "method": "the ωB97M-V functional and the def2-TZVPD basis", "symbols": ["O", "S", "O", "C", "C", "C", "N", "C", "C", "C", "C", "C", "N", "C", "C", "C", "C", "C", "C", "C", "C", "C", "C", "C", "C", "C", "C", "C", "H", "H", "H", "H", "H", "H", "H", "H", "H", "H", "H", "H", "H", "H", "H", "H", "H", "H", "H", "H", "H", "H", "H", "H", "H", "H", "H", "H", "H", "H", "H", "H"], "xyz": [[-0.5329, 3.4883, -0.8730], [-0.0158, 2.2773, -0.2880], [1.3042, 2.3210, 0.2879], [-0.1236, 0.9566, -1.5525], [1.1005, 0.0299, -1.5180], [0.7047, -1.4726, -1.6195], [0.3004, -2.1457, -0.4089], [-1.0263, -1.8562, 0.0925], [-1.4514, -2.9535, 1.0681], [-0.4572, -3.0361, 2.2205], [0.9437, -3.2475, 1.6565], [1.2756, -2.1370, 0.6618], [2.1333, 0.3152, -2.4824], [1.8484, 0.1883, -3.8970], [1.4527, 1.4864, -4.6203], [2.4602, 2.5912, -4.3189], [2.6160, 2.7479, -2.8096], [3.0400, 1.4093, -2.1985], [-1.1430, 1.7179, 0.9925], [-2.5194, 1.7389, 0.7356], [-3.3818, 1.2119, 1.6554], [-2.8984, 0.6457, 2.8566], [-3.7621, 0.0688, 3.8106], [-3.2672, -0.4734, 4.9639], [-1.8873, -0.4606, 5.2214], [-1.0220, 0.0927, 4.3193], [-1.5010, 0.6548, 3.1176], [-0.6351, 1.2050, 2.1487], [-1.0496, 0.4335, -1.3332], [-0.2256, 1.4740, -2.5001], [1.5727, 0.1722, -0.5401], [1.5878, -1.9987, -1.9951], [-0.1012, -1.6011, -2.3471], [-1.7214, -1.8304, -0.7515], [-1.0737, -0.8876, 0.6186], [-1.4742, -3.9071, 0.5388], [-2.4537, -2.7376, 1.4431], [-0.7244, -3.8532, 2.8930], [-0.4879, -2.1055, 2.7926], [1.6831, -3.2544, 2.4589], [0.9853, -4.2070, 1.1392], [2.2636, -2.3042, 0.2277], [1.2920, -1.1725, 1.2004], [1.0725, -0.5649, -4.0375], [2.7672, -0.1857, -4.3691], [0.4567, 1.8146, -4.3171], [1.4168, 1.2883, -5.6941], [2.1351, 3.5306, -4.7708], [3.4276, 2.3244, -4.7532], [1.6786, 3.0806, -2.3603], [3.3751, 3.4982, -2.5836], [3.1367, 1.5144, -1.1181], [4.0187, 1.1297, -2.6111], [-2.8646, 2.1842, -0.1845], [-4.4470, 1.2158, 1.4759], [-4.8240, 0.0626, 3.6115], [-3.9358, -0.9152, 5.6878], [-1.5158, -0.8927, 6.1385], [0.0413, 0.1081, 4.5100], [0.4326, 1.2222, 2.3084]], "smiles": "O=S(=O)(C[C@@H](CN1CCCCC1)N1CCCCC1)c1ccc2ccccc2c1", "e_above_lowest_kj_mol": 290.13, "e_homo_ha": -0.289, "lumo_ha": 0.0008}